Record 1
C3H4N2S | the ωB97M-V functional and the def2-TZVPD basis

```
10
Properties=species:S:1:pos:R:3:forces:R:3
H 0.920 0.237 1.216 -0.364 -0.474 -0.034
N 1.073 -0.672 0.784 1.469 -0.360 -0.111
C 0.501 -0.882 -0.317 -2.066 2.090 1.410
C 0.705 -2.052 -1.058 1.152 -3.926 -2.470
N 0.905 -3.010 -1.703 -0.609 2.407 1.574
S -0.905 0.082 -0.927 0.824 0.513 0.531
C -0.827 1.452 0.357 0.708 -1.183 -1.548
H 0.284 1.614 0.529 -1.571 0.955 -0.727
H -1.179 1.015 1.282 -0.639 0.352 0.143
H -1.477 2.215 -0.161 1.096 -0.374 1.233
```
Forces are in eV/Å.

## Properties
- SMILES string = [H]/N=C(/C#N)SC
- LUMO (Ha) = -0.00588
- Kohn-Sham gap (eV) = 9.6652
- ΔE to the lowest compared entry with this formula, charge and spin (kcal per mole) = 43.2

Record 2
C31H33BF2O2S | the ωB97M-V functional and the def2-TZVPD basis

```
70
Properties=species:S:1:pos:R:3:forces:R:3
C 6.232 -1.727 0.666 0.122 -0.348 0.010
C 4.958 -1.204 1.337 -0.082 -0.147 0.193
C 4.926 -0.191 2.315 -0.072 0.149 -0.591
C 3.710 0.369 2.756 0.568 0.423 -0.037
C 2.501 -0.161 2.318 0.259 -0.251 -0.207
B -1.366 4.127 0.085 1.134 -0.641 2.724
C 1.176 0.542 2.563 -0.382 0.766 -0.323
C -0.092 -0.334 2.542 -0.440 -0.186 -0.787
C -0.710 -0.682 3.763 0.392 1.325 0.859
C -0.252 0.093 4.860 0.090 -0.590 -0.660
C -0.432 -0.038 6.390 0.622 0.348 -0.858
S 0.914 1.285 4.236 0.526 0.082 0.468
O -1.211 4.265 1.476 -0.072 -0.064 -1.879
C -2.500 3.944 2.017 -0.501 0.805 0.417
C -2.291 3.159 3.357 -0.477 0.136 -0.421
C -3.085 5.364 2.193 -0.190 -0.213 0.195
C -3.224 3.196 0.821 -1.947 -0.390 0.869
C -3.660 1.786 1.199 -0.003 -0.525 0.400
C -4.526 3.782 0.248 -1.218 0.684 -0.147
O -2.334 3.272 -0.297 1.031 0.214 -0.640
C 2.532 -1.201 1.386 0.053 -0.576 0.363
C 3.736 -1.768 0.960 0.023 -0.004 -0.137
H 5.956 -2.389 -0.188 0.155 0.246 0.783
H 6.904 -0.976 0.206 -0.570 0.056 0.498
H 6.852 -2.289 1.391 -0.283 0.121 -0.425
H 5.887 0.181 2.663 -0.241 0.281 -0.017
H 3.697 1.339 3.308 0.170 -1.153 -0.030
H -0.534 -0.609 1.577 0.419 -0.217 0.365
H -1.568 -1.382 3.902 0.955 0.516 -0.418
H -1.056 -0.897 6.668 0.119 0.192 -0.313
H 0.599 -0.212 6.808 -1.063 0.330 -0.059
H -0.899 0.878 6.840 0.588 -0.690 -0.337
H -3.249 3.054 3.896 0.265 0.110 -0.232
H -1.882 2.147 3.220 -0.105 0.338 -0.245
H -1.583 3.667 4.026 -0.238 0.188 -0.420
H -4.087 5.376 2.642 0.238 0.023 -0.024
H -2.368 5.915 2.812 -0.330 0.007 0.016
H -3.127 5.872 1.205 -0.008 -0.352 0.626
H -4.423 1.927 2.017 0.721 -0.397 -0.789
H -4.148 1.318 0.331 0.134 0.030 0.370
H -2.865 1.113 1.561 -0.195 0.395 -0.107
H -5.370 3.816 0.982 0.787 -0.049 -0.425
H -4.477 4.777 -0.243 0.377 -0.486 0.546
H -4.842 3.095 -0.561 0.142 0.325 0.429
H 1.587 -1.520 0.949 0.245 -0.273 0.279
H 3.769 -2.668 0.319 -0.303 0.793 0.118
F 1.999 0.428 -4.147 -0.399 0.320 0.737
C 1.785 0.628 -2.800 0.465 -1.119 -0.388
C 2.944 0.698 -2.008 -0.942 0.634 0.296
C 2.723 0.915 -0.642 0.262 0.582 -0.187
C 1.420 1.046 -0.128 -0.324 -0.177 1.555
C 1.132 1.652 1.334 -3.555 0.517 -1.054
C 1.560 3.165 1.150 -2.027 -0.509 1.241
C 2.258 3.945 2.081 -0.390 0.305 0.002
C 2.501 5.318 1.856 0.231 -0.806 -0.259
C 2.079 5.842 0.636 -0.061 0.777 0.182
F 2.288 7.178 0.403 0.348 -0.701 -0.092
C 1.316 5.152 -0.292 -0.280 -0.075 0.709
C 0.823 3.892 0.120 1.800 -0.818 -1.581
C 0.317 0.744 -0.917 -0.035 0.577 -0.220
C 0.480 0.553 -2.309 0.687 0.239 0.455
H 3.944 0.711 -2.481 -0.762 -0.182 0.434
H 3.580 1.062 0.027 -0.341 -0.028 -0.270
H -0.092 1.784 1.455 2.470 -0.156 -0.872
H 2.427 3.520 3.075 0.525 0.035 -0.484
H 3.110 5.910 2.557 -0.651 -0.219 -0.389
H 1.111 5.617 -1.266 -0.447 -0.166 0.678
H 0.085 3.380 -0.578 1.548 -0.185 0.228
H -0.647 0.800 -0.372 0.378 -0.176 -0.975
H -0.335 0.395 -3.011 0.083 -0.002 0.251
```
Forces are in eV/Å.

## Properties
- LUMO (Ha) = -0.08476
- Kohn-Sham gap (eV) = 2.6324
- ΔE to the lowest compared entry with this formula, charge and spin (kcal per mole) = 198.4

Record 3
C5H9N | the ωB97M-V functional and the def2-TZVPD basis

```
15
Properties=species:S:1:pos:R:3:forces:R:3
C 0.688 1.541 1.319 -0.115 0.028 0.006
C 0.688 0.032 1.044 -0.054 -0.056 0.026
C 0.055 -0.371 -0.319 0.323 0.145 -0.163
C -1.305 -1.030 -0.781 0.086 0.044 0.089
C -0.985 -1.118 -2.220 0.360 -0.023 -0.893
N -0.462 -1.071 -3.252 -0.903 -0.216 0.809
H -0.285 1.918 1.645 0.045 -0.022 -0.046
H 1.432 1.807 2.082 -0.261 -0.154 -0.077
H 0.977 2.082 0.409 -0.103 -0.091 0.152
H 0.342 -0.544 1.908 -0.131 0.071 -0.121
H 1.750 -0.224 0.916 -0.285 -0.165 0.129
H 0.090 0.539 -0.923 0.202 -0.110 -0.079
H 0.771 -1.062 -0.762 0.099 0.143 -0.082
H -2.236 -0.461 -0.659 0.404 0.167 0.160
H -1.520 -2.039 -0.405 0.333 0.239 0.090
```
Forces are in eV/Å.

## Properties
- SMILES string = CCCCC#N
- LUMO (Ha) = 0.03002
- Kohn-Sham gap (eV) = 12.2078
- ΔE to the lowest compared entry with this formula, charge and spin (kcal per mole) = 22.8

Record 4
C2H6N2O | the ωB97M-V functional and the def2-TZVPD basis

```
11
Properties=species:S:1:pos:R:3:forces:R:3
N -0.077 -1.146 -1.452 -0.443 0.684 -0.381
C 1.050 -1.501 -0.772 -1.293 -0.599 -1.324
O 0.938 -2.169 0.224 1.351 0.370 0.497
H -0.960 -1.171 -0.970 0.029 -0.303 0.094
H -0.092 -0.841 -2.410 0.311 0.218 0.153
H 1.939 -1.189 -1.386 0.080 -0.400 1.021
C -0.627 1.841 1.055 0.644 -0.627 -0.460
N -0.391 0.711 1.584 -1.707 0.451 0.520
H -0.978 1.835 0.026 0.422 0.209 -0.302
H -0.398 2.813 1.492 -0.596 0.085 0.411
H -0.405 0.816 2.608 1.203 -0.088 -0.229
```
Forces are in eV/Å.

## Properties
- SMILES string = NC=O.C=N
- LUMO (Ha) = 0.03659
- Kohn-Sham gap (eV) = 10.7967
- ΔE to the lowest compared entry with this formula, charge and spin (kcal per mole) = 46.0

Record 5
C25H40Br2NO11P2PbSb | the ωB97M-V functional and the def2-TZVPD basis

```
83
Properties=species:S:1:pos:R:3:forces:R:3
Pb -0.645 -0.868 0.471 0.098 -0.275 0.309
C 1.874 -0.837 5.451 0.073 -0.073 -0.092
C 0.735 -0.927 4.455 -0.235 0.110 -0.030
C -0.605 -1.226 5.075 -0.038 -0.020 0.116
O 0.619 0.256 3.724 -0.060 -0.142 -0.028
C 1.658 -3.057 3.660 0.403 0.515 0.374
O 1.760 -3.658 4.683 -0.253 -0.065 -0.066
O 0.985 -1.943 3.413 0.029 -0.118 -0.045
H 1.695 0.048 6.059 0.019 -0.010 0.001
H 2.828 -0.719 4.932 -0.027 0.012 -0.005
H 1.930 -1.713 6.089 -0.016 -0.022 0.019
H -0.818 -0.496 5.856 -0.018 -0.007 -0.006
H -0.592 -2.225 5.509 0.003 0.028 0.022
H -1.385 -1.168 4.317 0.028 -0.008 -0.017
H 1.461 0.419 3.276 0.014 0.008 -0.040
O 4.017 -3.159 0.771 -0.044 0.026 0.022
P 2.581 -2.659 1.171 -0.074 -0.081 -0.068
O 2.347 -3.455 2.555 -0.038 -0.272 -0.281
O 2.472 -1.205 1.237 0.080 0.104 -0.048
O 1.546 -3.404 0.244 0.265 0.009 -0.027
P 1.173 -3.140 -1.370 -0.113 -0.117 0.176
O 2.661 -2.801 -1.882 -0.126 0.045 0.034
O 0.633 -4.387 -1.913 0.061 0.094 -0.029
O 0.362 -1.870 -1.354 -0.044 0.152 -0.011
H 4.043 -4.019 0.338 -0.009 -0.030 -0.025
H 2.743 -2.955 -2.829 0.048 -0.079 -0.043
Br -5.294 0.890 -1.278 -0.036 -0.045 -0.006
C -4.846 -0.927 -1.024 0.008 0.030 -0.005
C -5.824 -1.899 -1.299 0.020 0.058 0.000
C -5.546 -3.223 -1.147 -0.001 -0.035 -0.013
Br -6.894 -4.494 -1.544 0.005 -0.014 0.001
C -4.271 -3.641 -0.697 0.030 -0.058 0.018
C -3.878 -4.988 -0.524 -0.064 0.012 -0.045
C -2.627 -5.284 -0.071 0.055 -0.019 0.014
C -1.746 -4.230 0.228 -0.012 -0.012 0.037
N -2.077 -2.972 0.070 -0.019 0.028 0.016
C -3.312 -2.650 -0.401 0.133 0.018 0.031
C -3.574 -1.247 -0.583 -0.058 0.057 -0.050
O -2.656 -0.347 -0.341 -0.005 -0.081 -0.100
H -6.800 -1.583 -1.639 0.006 0.016 -0.002
H -4.579 -5.775 -0.767 -0.007 0.000 0.021
H -2.298 -6.306 0.052 -0.007 0.013 0.003
H -0.748 -4.439 0.597 -0.062 0.016 -0.033
C 2.745 3.936 -0.500 0.091 -0.017 0.029
C 2.476 2.454 -0.259 -0.101 -0.056 0.016
C 2.535 2.165 1.244 0.109 -0.029 -0.014
C 3.545 1.612 -0.957 0.069 0.044 0.060
Sb 0.522 1.750 -0.972 -0.175 0.157 -0.187
C -0.938 3.320 -0.450 0.070 -0.026 -0.031
C -0.612 4.740 -0.899 -0.083 0.000 0.002
C -1.039 3.268 1.077 -0.027 0.042 0.007
C -2.294 2.914 -1.030 -0.023 0.020 0.085
C 0.681 1.686 -3.165 -0.006 0.020 0.114
C 1.512 0.454 -3.527 -0.015 -0.017 -0.057
C 1.311 2.937 -3.767 -0.005 -0.025 -0.085
C -0.728 1.482 -3.722 0.025 -0.015 -0.044
H 3.806 4.133 -0.298 -0.025 0.024 -0.001
H 2.170 4.564 0.177 -0.054 0.029 0.026
H 2.539 4.256 -1.522 -0.002 -0.026 -0.021
H 3.487 2.540 1.638 -0.006 -0.023 -0.005
H 2.498 1.091 1.437 -0.017 0.012 -0.042
H 1.738 2.660 1.798 -0.020 0.013 0.015
H 4.506 1.786 -0.458 -0.006 -0.007 -0.020
H 3.667 1.897 -2.002 -0.011 -0.012 -0.005
H 3.336 0.541 -0.900 -0.005 -0.003 0.019
H 0.256 5.155 -0.394 0.084 0.012 0.022
H -1.467 5.386 -0.660 0.029 -0.012 -0.004
H -0.448 4.809 -1.975 -0.015 -0.013 -0.014
H -0.105 3.540 1.570 -0.001 0.026 0.002
H -1.341 2.279 1.437 0.022 0.022 -0.018
H -1.804 3.978 1.411 0.013 -0.018 -0.010
H -2.367 3.140 -2.091 -0.003 -0.010 -0.039
H -3.074 3.496 -0.523 0.021 0.003 -0.025
H -2.536 1.861 -0.880 0.052 0.029 0.000
H 2.538 0.512 -3.171 0.009 0.006 0.001
H 1.542 0.369 -4.621 0.007 -0.001 0.033
H 1.062 -0.454 -3.127 -0.008 -0.019 0.005
H 2.356 3.049 -3.478 0.003 0.008 0.019
H 0.778 3.848 -3.494 -0.013 0.012 0.006
H 1.282 2.856 -4.861 0.019 0.009 0.022
H -1.264 0.672 -3.221 0.019 0.011 0.009
H -0.650 1.218 -4.783 -0.006 0.009 0.022
H -1.331 2.384 -3.656 -0.026 0.050 0.008
```
Forces are in eV/Å.

## Properties
- LUMO (Ha) = -0.00025
- Kohn-Sham gap (eV) = 7.6906
- ΔE to the lowest compared entry with this formula, charge and spin (kcal per mole) = 29.0

Record 6
C3H5ClS | the ωB97M-V functional and the def2-TZVPD basis

```
10
Properties=species:S:1:pos:R:3:forces:R:3
C -0.430 0.932 -0.209 0.000 2.086 0.288
C 0.724 0.209 -0.185 -2.281 0.683 -1.019
C 0.814 -1.261 -0.001 0.582 0.314 0.803
S -2.656 0.571 -0.021 3.456 0.859 1.195
Cl 2.275 0.936 -0.771 -1.342 -0.048 0.735
H -2.840 1.268 1.208 0.521 -0.847 -1.523
H -0.303 2.066 -0.323 -0.668 -1.880 -0.024
H -0.027 -1.726 -0.505 0.473 -0.384 -0.681
H 0.576 -1.469 1.043 0.458 -0.112 0.244
H 1.868 -1.526 -0.236 -1.200 -0.672 -0.016
```
Forces are in eV/Å.

## Properties
- LUMO (Ha) = -0.02063
- Kohn-Sham gap (eV) = 8.9361
- ΔE to the lowest compared entry with this formula, charge and spin (kcal per mole) = 46.0

Record 7
C18H8NO10RuTe | the ωB97M-V functional and the def2-TZVPD basis

```
39
Properties=species:S:1:pos:R:3:forces:R:3
Ru 0.582 0.337 -0.574 0.027 0.053 0.132
O 0.089 -0.280 5.423 -0.003 -0.018 -0.039
C 0.216 -0.142 4.063 0.007 -0.014 0.055
C 1.287 -0.703 3.376 -0.027 -0.030 -0.073
C 1.350 -0.528 2.007 -0.056 0.033 0.072
N 0.401 0.165 1.381 0.097 0.215 -0.184
C -0.627 0.722 2.021 0.052 -0.068 0.070
C -0.757 0.587 3.390 0.017 -0.012 -0.084
C -1.581 1.501 1.110 -0.061 -0.160 0.103
O -2.562 2.033 1.623 0.023 0.061 -0.015
O -1.243 1.513 -0.122 0.000 -0.068 -0.124
C 2.494 -1.017 1.105 -0.022 -0.070 0.112
O 3.391 -1.664 1.643 0.013 0.059 -0.008
O 2.404 -0.660 -0.116 -0.040 0.006 -0.056
H 0.796 -0.857 5.730 0.003 0.019 0.001
H 2.072 -1.269 3.864 0.002 0.000 0.008
H -1.595 1.038 3.901 -0.008 0.004 0.006
O 0.295 -3.957 -4.908 0.017 0.098 0.036
C 0.303 -3.070 -4.080 0.015 -0.037 -0.112
C 0.785 -1.647 -4.294 0.024 -0.044 -0.099
O 1.213 -1.185 -5.340 -0.019 -0.034 0.003
C 0.615 -0.981 -3.007 -0.078 0.007 0.030
C 0.062 -1.878 -2.063 -0.029 0.184 -0.044
O -0.202 -1.496 -0.865 -0.069 -0.129 0.226
C -0.178 -3.189 -2.651 0.009 -0.063 -0.008
O -0.660 -4.192 -2.147 0.018 0.110 0.020
O 0.878 0.237 -2.709 0.056 -0.127 -0.003
Te -1.274 2.203 -3.036 0.075 0.015 -0.147
C -2.860 3.561 -2.687 -0.026 0.015 0.154
C -3.591 3.486 -1.498 0.051 -0.048 0.042
C -4.630 4.371 -1.254 -0.013 0.014 -0.016
C -4.973 5.336 -2.193 -0.014 0.014 0.007
C -4.250 5.420 -3.374 -0.017 0.041 -0.004
C -3.194 4.550 -3.612 0.027 -0.049 -0.038
H -3.322 2.748 -0.750 -0.043 0.035 -0.007
H -5.173 4.304 -0.318 0.005 -0.012 0.003
H -5.791 6.021 -2.002 -0.005 0.006 -0.003
H -4.499 6.175 -4.112 0.001 -0.001 0.000
H -2.621 4.646 -4.527 -0.006 -0.005 -0.016
```
Forces are in eV/Å.

## Properties
- spin multiplicity = 2
- LUMO (alpha / beta) (Ha) = 0.14842 / 0.13532
- net charge = -2
- Kohn-Sham gap (alpha / beta) (eV) = 5.4870 / 5.1163
- ΔE to the lowest compared entry with this formula, charge and spin (kcal per mole) = 38.2

What did we get for largest force on an atom? Answer: 4.78; 3.74; 1.23; 1.95; 0.75; 3.76; 0.30 eV/A, in the order shown.